# 1
105
Properties=species:S:1:pos:R:3:forces:R:3:lowdin_charge:R:1 method="wB97M-V/def2-TZVPD" de_lowest_kcal_mol=15.7 homo_energy_ev=-8.85 smiles="CCNP(C)(Cl)(CCCS(=O)(=O)O)CC(=O)F.O=C1OCCO1.O=C1OCCO1.O=C1OCCO1.O=C1OCCO1.O=C1OCCO1.O=C1OCCO1.O=C1OCCO1" gap_ha=0.3309
C 4.864 -4.634 -2.139 -0.028 -0.176 -0.301 -0.096
C 3.494 -4.230 -1.618 1.383 0.016 0.551 -0.318
N 3.637 -3.127 -0.653 -0.813 0.212 -0.418 -0.224
P 2.525 -1.744 -0.825 1.335 -1.418 0.840 0.639
C 3.140 -1.100 0.788 -0.044 0.321 -0.894 -0.186
Cl 1.368 0.140 -1.129 -0.484 0.708 -0.340 0.317
C 0.999 -2.790 -0.788 -0.497 0.872 0.143 -0.281
C -0.326 -2.134 -0.437 -0.685 -1.048 0.126 -0.308
C -1.373 -3.228 -0.131 1.186 -0.100 -0.571 -0.204
S -2.281 -3.748 -1.576 -2.118 0.685 -0.305 0.575
O -2.167 -2.830 -2.655 1.122 0.175 -0.409 -0.260
O -3.626 -3.983 -1.149 -0.367 -0.547 0.736 -0.296
O -1.737 -5.152 -2.093 0.751 0.288 0.285 -0.142
C 3.431 -1.262 -2.372 -0.578 0.611 0.144 -0.210
C 2.538 -1.288 -3.556 -2.146 -1.747 -0.621 -0.514
O 1.638 -2.070 -3.792 1.990 1.666 0.297 0.117
F 2.809 -0.303 -4.445 0.093 -0.163 0.089 0.078
H 5.565 -4.785 -1.336 0.149 -0.068 0.382 0.051
H 4.823 -5.543 -2.731 -0.130 -0.248 -0.134 0.070
H 5.281 -3.868 -2.775 0.186 0.348 -0.172 0.063
H 2.902 -3.953 -2.479 -0.587 0.021 -0.047 0.087
H 3.094 -5.092 -1.097 -0.623 -0.238 -0.205 0.107
H 3.571 -3.494 0.285 0.175 -0.089 0.187 0.074
H 2.891 -0.065 0.913 -0.352 0.303 0.217 0.011
H 4.215 -1.170 0.736 0.385 -0.291 0.057 0.050
H 2.762 -1.688 1.611 -0.186 -0.211 0.194 0.039
H 1.204 -3.536 -0.033 0.381 -0.218 0.301 0.089
H 0.865 -3.327 -1.715 0.343 -0.050 -0.480 0.085
H -0.275 -1.542 0.458 0.179 0.512 0.222 0.098
H -0.733 -1.563 -1.249 0.139 0.602 -0.172 0.059
H -0.875 -4.107 0.254 -0.014 -0.396 0.249 0.098
H -2.108 -2.910 0.586 -0.491 0.185 0.036 0.102
H -2.067 -5.808 -1.466 -0.086 -0.305 -0.044 0.092
H 4.330 -1.840 -2.512 0.144 -0.428 -0.117 0.092
H 3.719 -0.232 -2.226 0.228 0.304 0.112 0.078
C 9.145 -5.230 0.792 0.059 -0.104 0.054 -0.119
C 9.926 -4.626 -0.357 0.129 -0.046 -0.003 -0.118
O 8.913 -3.909 -1.068 0.041 -0.073 0.075 0.059
C 7.906 -3.625 -0.204 0.191 -0.105 0.046 -0.579
O 6.999 -2.905 -0.440 -0.161 0.283 -0.019 0.157
O 8.082 -4.289 0.966 0.085 -0.058 -0.049 0.059
H 9.727 -5.321 1.705 -0.101 0.123 0.081 0.131
H 8.718 -6.202 0.541 -0.010 0.015 -0.037 0.132
H 10.686 -3.919 -0.020 -0.029 0.016 0.030 0.133
H 10.389 -5.370 -0.998 -0.108 0.046 -0.137 0.131
C -4.595 1.055 -1.286 -0.230 0.298 -0.238 -0.094
C -3.839 -0.219 -1.547 -0.056 -0.229 -0.419 -0.107
O -2.869 -0.217 -0.492 -0.035 -0.090 0.006 0.056
C -3.345 0.530 0.516 -0.076 0.001 -0.388 -0.575
O -2.839 0.570 1.593 -0.017 0.205 0.644 0.138
O -4.454 1.209 0.146 0.260 -0.187 -0.020 0.060
H -5.642 0.987 -1.565 -0.069 0.036 0.237 0.135
H -4.146 1.912 -1.784 0.079 -0.012 0.069 0.116
H -4.455 -1.115 -1.445 -0.004 0.010 0.048 0.132
H -3.352 -0.231 -2.518 0.203 0.036 0.095 0.123
C -3.504 2.874 4.272 0.133 -0.194 -0.149 -0.127
C -4.514 3.294 3.230 0.033 -0.153 -0.136 -0.104
O -5.329 4.225 3.962 0.107 -0.052 0.001 0.069
C -4.598 4.714 4.985 0.007 -0.213 -0.181 -0.579
O -4.922 5.622 5.676 -0.015 0.316 0.195 0.155
O -3.438 4.027 5.122 -0.041 -0.053 -0.049 0.054
H -2.532 2.646 3.844 0.076 0.169 0.072 0.125
H -3.846 2.019 4.860 -0.057 0.049 0.029 0.130
H -4.053 3.809 2.387 -0.003 0.037 0.022 0.139
H -5.103 2.463 2.858 -0.176 0.099 0.037 0.130
C -2.608 8.848 5.642 -0.106 -0.024 -0.071 -0.115
C -2.405 7.783 6.696 -0.125 -0.174 -0.006 -0.114
O -1.030 7.971 7.058 -0.092 0.062 -0.065 0.059
C -0.683 9.246 6.759 -0.201 -0.121 -0.057 -0.579
O 0.329 9.764 7.087 0.275 0.148 0.087 0.165
O -1.657 9.848 6.032 -0.048 -0.085 -0.011 0.056
H -3.614 9.257 5.636 0.057 0.155 0.057 0.132
H -2.359 8.498 4.639 0.042 -0.013 0.017 0.132
H -3.027 7.943 7.577 0.007 0.035 -0.002 0.136
H -2.573 6.777 6.322 0.142 -0.047 0.052 0.114
C -3.562 -1.096 -5.989 0.149 -0.183 0.046 -0.110
C -4.528 -0.778 -7.109 0.045 -0.078 -0.105 -0.116
O -5.415 0.159 -6.490 0.071 -0.062 -0.013 0.063
C -4.762 0.741 -5.457 0.195 -0.098 -0.033 -0.569
O -5.161 1.678 -4.852 -0.107 0.157 0.218 0.171
O -3.584 0.109 -5.211 -0.234 -0.018 -0.190 0.042
H -2.555 -1.304 -6.338 0.070 0.130 0.109 0.134
H -3.899 -1.923 -5.362 -0.011 0.013 0.009 0.134
H -4.042 -0.293 -7.958 0.013 0.026 0.029 0.132
H -5.076 -1.647 -7.461 -0.153 0.066 0.064 0.132
C 0.259 1.716 -5.103 0.139 -0.178 -0.108 -0.113
C 0.591 3.182 -4.924 0.136 0.026 -0.075 -0.112
O -0.563 3.673 -4.236 0.045 -0.027 -0.052 0.065
C -1.149 2.631 -3.600 0.220 -0.214 -0.113 -0.566
O -2.024 2.735 -2.809 -0.346 0.013 0.307 0.167
O -0.595 1.456 -3.984 -0.025 0.234 -0.085 0.044
H 1.133 1.073 -5.071 -0.119 -0.043 0.138 0.109
H -0.298 1.521 -6.022 -0.041 0.059 0.011 0.132
H 1.469 3.336 -4.294 -0.019 -0.038 0.035 0.134
H 0.729 3.709 -5.864 -0.151 0.100 0.030 0.131
C -0.840 -0.805 6.212 -0.071 -0.001 0.106 -0.112
C -0.939 0.520 5.487 -0.124 0.100 0.090 -0.118
O 0.219 0.496 4.646 -0.018 -0.132 0.063 0.070
C 0.567 -0.797 4.444 -0.283 0.161 0.213 -0.563
O 1.375 -1.166 3.661 0.236 -0.142 -0.250 0.161
O -0.139 -1.616 5.263 0.004 0.077 0.008 0.061
H -1.808 -1.240 6.445 0.029 -0.136 -0.124 0.132
H -0.249 -0.738 7.127 0.041 0.013 -0.032 0.133
H -1.828 0.586 4.859 0.024 -0.083 -0.052 0.113
H -0.911 1.375 6.159 0.177 0.067 -0.097 0.137

# 2
113
Properties=species:S:1:pos:R:3:forces:R:3:lowdin_charge:R:1 method="wB97M-V/def2-TZVPD" homo_energy_ev=-8.71 smiles="CCCO[PH](CCCCN(C)C(C)=O)(COCOCCO)P(=N)(O)O.FC(F)C(F)(F)COC(F)(F)C(F)F.FC(F)C(F)(F)COC(F)(F)C(F)F.FC(F)C(F)(F)COC(F)(F)C(F)F" gap_ha=0.3180
C -1.492 -1.911 -4.016 -0.361 -0.217 1.208 -0.117
C -1.158 -0.520 -3.239 0.512 -2.042 -0.644 -0.204
C -1.324 -0.835 -1.689 -1.512 0.652 0.041 -0.319
O -0.728 0.132 -0.804 0.981 -0.834 -0.804 -0.400
P 0.866 -0.369 -0.289 -2.577 1.204 -0.283 0.802
C 1.341 1.429 0.148 -0.892 0.843 0.341 -0.262
C 1.532 1.605 1.717 -0.244 -0.179 0.775 -0.254
C 1.615 3.118 2.216 0.686 -0.123 -0.263 -0.167
C 0.172 3.784 2.376 -0.129 -0.633 -0.838 -0.170
N -0.289 3.961 3.779 1.571 -1.305 1.319 -0.137
C 0.610 4.825 4.590 -0.256 1.054 -0.198 -0.096
C -0.615 2.700 4.429 -2.514 -1.180 -0.960 -0.408
C 0.172 2.035 5.631 0.135 0.058 0.243 -0.012
O -1.641 2.102 4.027 2.720 1.230 0.933 0.010
C 0.171 -1.384 1.178 -0.225 0.804 0.855 -0.286
O -1.218 -1.040 1.469 0.945 -1.638 0.046 -0.174
C -1.785 -2.026 2.383 0.032 0.863 0.559 -0.205
O -2.899 -2.684 1.773 1.918 -0.137 -0.011 -0.110
C -2.468 -3.661 0.803 -1.044 -1.258 -0.399 -0.180
C -2.209 -5.108 1.427 0.168 -0.163 -1.444 -0.202
O -0.926 -5.218 2.108 -0.591 0.245 -0.930 -0.107
P 2.950 -1.109 0.086 3.877 -0.672 1.069 0.570
N 4.014 0.056 0.296 -0.690 -1.083 -0.065 -0.224
O 3.036 -2.122 1.473 0.042 0.387 -1.828 -0.265
O 3.433 -2.047 -1.284 -1.820 0.914 1.672 -0.250
H -2.034 -2.585 -3.259 0.609 0.817 -1.148 0.068
H -0.546 -2.482 -4.296 -1.297 0.879 0.053 0.071
H -2.212 -1.775 -4.876 1.166 -0.168 0.792 0.064
H -1.887 0.238 -3.653 1.116 -0.472 0.937 0.109
H -0.068 -0.296 -3.504 -1.615 0.261 0.454 0.100
H -2.452 -0.807 -1.474 1.543 -0.183 -0.184 0.144
H -0.991 -1.890 -1.408 -0.187 1.124 -0.666 0.088
H 1.022 -0.918 -1.626 0.196 0.163 0.692 0.040
H 2.184 1.831 -0.489 -0.669 -0.809 0.967 0.091
H 0.413 2.040 -0.134 1.189 -1.070 0.310 0.099
H 2.429 1.058 2.150 -1.002 0.556 -0.984 0.095
H 0.615 1.142 2.234 1.143 0.665 -0.726 0.102
H 2.278 3.721 1.498 -1.018 -0.810 0.910 0.121
H 2.208 3.098 3.199 -1.042 0.164 -1.241 0.106
H 0.139 4.797 1.866 -0.080 -1.237 0.635 0.126
H -0.575 3.065 1.886 0.896 1.295 0.554 0.130
H 1.567 4.329 4.942 -1.141 0.610 -0.260 0.072
H -0.016 5.250 5.447 1.151 -0.701 -0.930 0.108
H 0.901 5.712 3.936 -0.339 -1.116 0.860 0.101
H 1.183 2.489 5.854 -1.271 -0.399 -0.239 0.064
H 0.341 0.920 5.436 -0.458 1.644 -0.079 0.096
H -0.485 2.087 6.562 0.884 0.084 -1.228 0.098
H 0.297 -2.492 0.980 0.102 1.243 0.362 0.097
H 0.756 -1.022 2.097 -0.266 -0.989 -1.418 0.105
H -2.162 -1.445 3.290 0.221 -0.859 -1.325 0.154
H -0.950 -2.718 2.712 -1.193 0.406 -0.411 0.132
H -1.581 -3.335 0.174 -0.916 -0.211 0.919 0.104
H -3.346 -3.784 0.073 1.189 0.231 1.006 0.140
H -3.070 -5.460 2.073 1.262 0.705 -0.400 0.132
H -2.156 -5.850 0.549 -0.378 1.067 1.011 0.126
H -0.276 -5.252 1.373 -0.443 -0.016 0.890 0.091
H 4.475 -0.042 1.208 -0.162 0.069 -0.538 -0.026
H 3.973 -2.399 1.579 -0.707 0.222 -0.128 0.067
H 2.620 -2.402 -1.710 0.735 0.109 0.218 0.035
C -6.450 1.443 3.450 -0.187 -0.773 -0.226 -0.036
C -5.835 2.799 3.040 -0.816 -0.041 -0.244 -0.431
C -4.916 3.475 4.061 0.864 0.353 0.101 -0.298
F -5.537 3.750 5.225 -0.258 -0.075 0.017 0.089
F -4.472 4.665 3.581 -0.149 -0.158 -0.304 0.091
F -6.832 3.630 2.652 0.123 0.100 0.195 0.123
F -5.088 2.566 1.921 0.205 -0.085 0.372 0.106
O -7.787 1.442 3.982 0.361 1.017 0.905 0.031
C -7.961 1.720 5.353 0.857 -1.202 -1.139 -0.513
C -8.714 3.034 5.602 -0.435 0.565 -0.005 -0.281
F -8.109 4.083 5.011 0.080 -0.243 -0.073 0.098
F -8.772 3.308 6.927 0.095 -0.370 0.015 0.097
F -6.772 1.665 5.978 -0.224 0.297 0.331 0.139
F -8.689 0.696 5.853 -0.299 0.380 0.034 0.141
H -6.543 0.867 2.525 -0.084 0.282 0.047 0.148
H -5.771 0.855 4.073 -0.009 0.323 0.115 0.145
H -4.041 2.856 4.276 -0.027 -0.148 -0.178 0.152
H -9.733 2.974 5.212 0.038 -0.237 -0.007 0.174
C 7.089 1.919 0.744 -0.748 0.164 -0.409 -0.043
C 7.958 0.748 1.252 0.012 0.188 -1.016 -0.433
C 8.768 0.993 2.528 0.318 -0.379 0.641 -0.303
F 9.646 2.004 2.408 -0.068 0.090 -0.168 0.094
F 9.500 -0.108 2.839 -0.258 -0.144 -0.187 0.090
F 8.754 0.325 0.243 0.126 0.066 0.280 0.130
F 7.105 -0.289 1.513 0.025 0.227 0.443 0.089
O 7.637 2.749 -0.295 1.196 0.196 0.798 0.035
C 8.508 3.793 0.074 -1.763 -0.632 0.221 -0.512
C 9.940 3.581 -0.436 0.591 -0.129 -0.372 -0.280
F 10.455 2.406 -0.020 -0.251 0.040 0.027 0.097
F 10.761 4.555 0.023 -0.334 0.159 0.071 0.097
F 8.444 3.986 1.404 0.451 0.210 -0.046 0.136
F 8.006 4.916 -0.487 0.422 -0.065 -0.221 0.142
H 6.212 1.460 0.273 0.247 -0.112 -0.063 0.118
H 6.678 2.515 1.563 0.348 -0.026 0.054 0.143
H 8.112 1.206 3.376 -0.173 -0.002 -0.095 0.172
H 9.965 3.588 -1.528 -0.220 0.094 0.018 0.175
C -1.529 -3.094 -9.652 -0.200 0.430 -0.709 -0.039
C -0.986 -3.096 -8.207 -0.901 0.297 -0.077 -0.435
C -0.151 -4.311 -7.793 0.623 -0.272 0.469 -0.300
F -0.828 -5.469 -7.877 -0.180 0.079 -0.105 0.097
F 0.237 -4.194 -6.497 -0.062 0.349 -0.067 0.084
F -2.016 -2.895 -7.352 0.151 -0.248 0.035 0.119
F -0.183 -1.996 -8.088 0.249 -0.354 -0.163 0.102
O -2.881 -3.535 -9.864 0.337 -1.107 0.771 0.033
C -3.122 -4.919 -9.977 0.897 1.288 -0.855 -0.511
C -3.964 -5.473 -8.819 -0.508 -0.158 0.508 -0.280
F -3.403 -5.216 -7.620 0.116 0.143 -0.197 0.096
F -4.087 -6.817 -8.917 0.133 0.105 -0.351 0.100
F -1.956 -5.568 -10.140 -0.236 -0.365 0.190 0.138
F -3.802 -5.087 -11.132 -0.299 -0.102 0.370 0.146
H -1.552 -2.044 -9.959 -0.105 -0.111 0.259 0.149
H -0.839 -3.570 -10.353 -0.037 -0.202 0.273 0.144
H 0.751 -4.396 -8.404 -0.034 0.161 -0.117 0.174
H -4.962 -5.029 -8.822 0.056 0.073 -0.222 0.176